Molecular formula: C49H48Br4FeN5OTe
Method: DFT, ωB97M-V/def2-TZVPD

gap between HOMO and LUMO (alpha / beta): 0.153 / 0.259 Ha
E_tot: -382935.7808 eV
HOMO energy (alpha / beta): -5.7 / -7.7 eV

Geometry as ORCA input:
```
! RIJCOSX wB97M-V def2-TZVPD def2/J DEFGRID3
* xyz 0 6
Fe -0.58 0.32 -0.15
Br -3.63 -0.66 0.46
C -2.26 -0.93 -0.87
Br -0.08 -2.99 -2.10
H -2.64 -0.56 -1.82
H -2.09 -2.00 -0.93
C -1.96 6.60 1.89
C -2.68 5.32 1.48
C -2.50 4.99 0.01
C -3.08 5.97 -0.94
C -3.07 5.32 -2.26
C -1.59 5.26 -2.65
C -0.64 4.96 -1.72
C 0.81 4.77 -2.08
C 1.65 5.97 -1.64
C -1.03 4.72 -0.37
N -0.32 3.98 0.43
C -0.08 3.77 1.69
C -0.08 2.53 2.34
C 0.15 2.40 3.73
C -0.08 1.08 4.05
C -0.43 0.45 2.84
N -0.44 1.30 1.81
H -1.96 6.71 2.98
H -2.44 7.48 1.47
H -0.92 6.58 1.55
H -3.75 5.42 1.69
H -2.32 4.48 2.09
H -3.19 7.03 -0.76
H -3.68 5.79 -3.03
H -1.32 5.46 -3.68
H 0.90 4.64 -3.16
H 1.17 3.87 -1.59
H 1.26 6.89 -2.09
H 2.69 5.85 -1.95
H 1.62 6.08 -0.56
H 0.21 4.62 2.31
H 0.43 3.20 4.39
H -0.01 0.60 5.01
H -0.69 -0.59 2.70
Br -5.41 3.54 -2.45
C -3.46 3.84 -1.96
C -3.29 3.66 -0.44
C -2.60 2.43 -0.04
N -1.83 1.73 -0.82
C -1.84 1.98 -2.19
C -2.63 2.92 -2.76
C -0.85 1.23 -2.95
C -0.95 1.03 -4.33
C 0.07 0.35 -4.97
Br -0.05 0.04 -6.83
C 1.17 -0.10 -4.26
C 1.18 0.14 -2.90
N 0.20 0.77 -2.25
H -4.25 3.72 0.07
H -2.66 2.12 1.00
H -2.68 3.03 -3.84
H -1.81 1.38 -4.88
H 1.97 -0.65 -4.74
H 2.02 -0.18 -2.30
C 1.11 -9.59 -1.38
C 1.13 -8.12 -1.04
C 2.31 -7.39 -1.00
C 2.31 -6.03 -0.71
C 3.63 -5.29 -0.76
C 1.10 -5.38 -0.42
Te 1.31 -3.18 0.00
N 0.84 -0.99 0.25
C 1.90 -0.79 1.01
O 2.50 -1.78 1.55
C 2.58 0.54 1.16
C 3.44 0.73 2.24
C 4.15 1.92 2.37
C 4.02 2.91 1.41
C 3.18 2.72 0.32
C 2.46 1.54 0.20
C 0.16 -3.48 1.77
C -1.02 -2.79 1.98
C -1.74 -2.95 3.15
C -1.27 -3.81 4.12
C -0.07 -4.48 3.93
C 0.67 -4.32 2.76
C 2.00 -5.00 2.63
C -0.10 -6.10 -0.47
C -1.47 -5.50 -0.24
C -0.06 -7.46 -0.78
H 2.12 -9.99 -1.42
H 0.65 -9.74 -2.36
H 0.53 -10.15 -0.65
H 3.25 -7.89 -1.20
H 4.46 -6.00 -0.82
H 3.79 -4.67 0.12
H 3.66 -4.65 -1.64
H 3.54 -0.06 2.97
H 4.80 2.05 3.22
H 4.59 3.83 1.49
H 3.09 3.48 -0.44
H 1.81 1.39 -0.66
H -1.35 -2.10 1.22
H -2.67 -2.40 3.29
H -1.82 -3.95 5.04
H 0.31 -5.14 4.71
H 2.41 -5.25 3.60
H 2.72 -4.34 2.13
H 1.92 -5.93 2.05
H -1.43 -4.48 0.09
H -2.02 -6.08 0.50
H -2.03 -5.53 -1.18
H -1.00 -8.01 -0.84
*
```

Molecular formula: C49H48BrNO2PTi
Method: DFT, ωB97M-V/def2-TZVPD

gap between HOMO and LUMO: 0.280 Ha
E_tot: -159623.0874 eV
HOMO energy: -10.6 eV

Geometry as ORCA input:
```
! RIJCOSX wB97M-V def2-TZVPD def2/J DEFGRID3
* xyz 1 1
Ti -0.04 -0.01 -0.54
O 0.59 -1.27 0.58
C 0.41 -2.59 1.07
C -1.02 -2.98 0.68
C -2.06 -1.92 0.93
C -3.12 -2.22 1.78
C -4.18 -1.34 1.90
C -4.18 -0.21 1.10
C -3.11 0.05 0.26
C -3.28 1.14 -0.78
C -2.18 2.20 -0.91
O -0.97 1.50 -0.90
C -2.13 3.25 0.20
C -2.97 3.24 1.31
C -2.84 4.22 2.30
C -1.88 5.21 2.18
C -1.05 5.23 1.06
C -1.17 4.26 0.08
C -2.37 2.88 -2.27
C -1.61 2.49 -3.37
C -1.84 3.07 -4.61
C -2.82 4.04 -4.76
C -3.58 4.43 -3.66
C -3.35 3.85 -2.42
N -2.02 -0.75 0.24
C 1.42 -3.48 0.33
C 1.12 -4.79 -0.01
C 2.06 -5.57 -0.69
C 3.29 -5.04 -1.02
C 3.60 -3.73 -0.67
C 2.66 -2.96 0.01
C 0.62 -2.60 2.58
C 1.46 -3.52 3.20
C 1.62 -3.50 4.58
C 0.95 -2.57 5.36
C 0.10 -1.65 4.74
C -0.06 -1.68 3.37
H -1.03 -3.19 -0.39
H -1.32 -3.88 1.20
H -3.10 -3.15 2.33
H -5.01 -1.55 2.56
H -5.03 0.46 1.09
H -3.32 0.64 -1.75
H -4.25 1.62 -0.64
H -3.73 2.49 1.42
H -3.50 4.20 3.16
H -1.78 5.97 2.94
H -0.31 6.02 0.95
H -0.54 4.28 -0.80
H -0.85 1.73 -3.26
H -1.25 2.77 -5.46
H -3.00 4.49 -5.72
H -4.35 5.18 -3.76
H -3.93 4.17 -1.56
H 0.17 -5.23 0.24
H 1.81 -6.59 -0.95
H 4.02 -5.64 -1.55
H 4.56 -3.31 -0.92
H 2.90 -1.94 0.28
H 2.00 -4.25 2.61
H 2.29 -4.21 5.05
H 1.08 -2.55 6.43
H -0.43 -0.92 5.34
H -0.73 -0.96 2.90
Br 2.25 0.36 -1.91
C 2.14 -1.22 -2.97
C 3.23 -1.69 -3.63
C 3.06 -2.83 -4.44
C 1.83 -3.39 -4.60
C 0.69 -2.87 -3.92
C -0.61 -3.39 -4.13
C -1.67 -2.82 -3.50
C -1.49 -1.77 -2.58
C -0.24 -1.24 -2.30
C 0.85 -1.77 -3.04
H 4.19 -1.21 -3.53
H 3.92 -3.24 -4.96
H 1.69 -4.25 -5.25
H -0.74 -4.22 -4.81
H -2.67 -3.19 -3.68
H -2.37 -1.40 -2.07
C 0.81 2.87 3.64
C 0.29 1.95 2.54
P 1.45 1.56 1.18
C 2.76 0.62 2.06
C 4.12 0.57 1.36
C 2.20 3.20 0.81
C 2.80 3.37 -0.59
H 1.04 3.86 3.26
H 0.06 2.98 4.42
H 1.72 2.47 4.11
H -0.61 2.39 2.08
H -0.01 0.99 2.96
H 2.36 -0.38 2.21
H 2.88 1.07 3.05
H 4.06 0.13 0.37
H 4.81 -0.02 1.95
H 4.55 1.57 1.25
H 2.94 3.41 1.58
H 1.39 3.92 0.95
H 3.64 2.69 -0.76
H 3.17 4.38 -0.72
H 2.05 3.19 -1.36
*
```

Molecular formula: C49H48ClF12NO2PS
Method: DFT, ωB97M-V/def2-TZVPD

gap between HOMO and LUMO: 0.265 Ha
E_tot: -122425.8750 eV
HOMO energy: -10.7 eV

Geometry as ORCA input:
```
! RIJCOSX wB97M-V def2-TZVPD def2/J DEFGRID3
* xyz 1 1
C 0.94 0.02 -3.21
P 0.46 1.68 -2.74
Cl 0.78 1.98 -0.82
C -1.20 2.07 -3.30
C -2.33 1.18 -2.78
C -2.30 0.87 -1.29
C -3.60 0.21 -0.77
N -4.56 -0.07 -1.84
S 1.86 2.96 -3.80
O 3.11 2.74 -3.15
O 1.81 2.62 -5.19
C 1.43 4.77 -3.59
F 2.51 5.40 -4.08
F 0.36 5.08 -4.33
C 1.21 5.25 -2.12
F 2.18 4.79 -1.33
F 0.01 4.86 -1.69
F 1.26 6.59 -2.13
H 0.20 -0.63 -2.77
H 1.93 -0.15 -2.81
H 0.89 -0.02 -4.29
H -1.44 3.12 -3.16
H -1.13 1.93 -4.38
H -3.25 1.72 -2.96
H -2.42 0.26 -3.35
H -2.07 1.75 -0.70
H -1.47 0.18 -1.10
H -4.04 0.88 -0.05
H -3.33 -0.67 -0.21
H -5.49 0.10 -1.49
H -4.51 -1.05 -2.08
F -3.90 -2.73 0.45
C -3.02 -3.41 1.24
C -2.38 -2.72 2.25
C -1.49 -3.42 3.06
C -1.25 -4.77 2.83
C -1.91 -5.43 1.81
C -2.81 -4.74 1.01
H -2.58 -1.67 2.41
H -0.98 -2.90 3.86
H -0.55 -5.30 3.46
H -1.72 -6.48 1.63
H -3.34 -5.24 0.20
F -2.79 -3.44 -2.84
C -3.81 -4.13 -3.42
C -4.86 -4.53 -2.62
C -5.92 -5.21 -3.20
C -5.90 -5.49 -4.56
C -4.83 -5.09 -5.34
C -3.77 -4.40 -4.77
H -4.85 -4.30 -1.56
H -6.76 -5.52 -2.59
H -6.73 -6.03 -5.01
H -4.81 -5.31 -6.39
H -2.93 -4.06 -5.36
F 0.62 -6.52 -0.72
C 0.80 -6.02 -1.96
C -0.16 -5.19 -2.49
C 0.02 -4.67 -3.76
C 1.16 -5.00 -4.49
C 2.11 -5.84 -3.94
C 1.94 -6.36 -2.67
H -1.04 -4.95 -1.90
H -0.72 -4.00 -4.18
H 1.30 -4.59 -5.48
H 2.99 -6.10 -4.51
H 2.67 -7.02 -2.22
F -4.13 0.45 2.63
C -4.28 1.77 2.92
C -3.18 2.60 2.81
C -3.33 3.94 3.10
C -4.56 4.44 3.50
C -5.65 3.59 3.61
C -5.51 2.24 3.31
H -2.23 2.19 2.50
H -2.48 4.61 3.01
H -4.67 5.49 3.73
H -6.61 3.97 3.93
H -6.35 1.56 3.39
F -0.17 2.62 2.88
C 0.65 3.49 3.53
C 0.36 3.85 4.82
C 1.21 4.74 5.47
C 2.32 5.25 4.82
C 2.59 4.87 3.51
C 1.75 3.98 2.85
H -0.51 3.44 5.31
H 1.00 5.02 6.49
H 2.98 5.94 5.33
H 3.45 5.28 2.99
H 1.95 3.67 1.84
F 3.12 -1.24 -4.61
C 4.41 -0.95 -4.28
C 4.93 -1.46 -3.11
C 6.24 -1.16 -2.78
C 7.00 -0.35 -3.62
C 6.45 0.15 -4.79
C 5.14 -0.15 -5.13
H 4.32 -2.09 -2.47
H 6.67 -1.55 -1.87
H 8.03 -0.12 -3.36
H 7.04 0.78 -5.44
H 4.70 0.23 -6.04
F 2.90 3.97 7.64
C 4.03 3.28 7.92
C 3.92 1.96 8.33
C 5.08 1.26 8.62
C 6.32 1.87 8.50
C 6.40 3.19 8.10
C 5.25 3.90 7.80
H 2.94 1.51 8.42
H 5.01 0.22 8.94
H 7.22 1.31 8.73
H 7.36 3.67 8.01
H 5.29 4.94 7.47
*
```

Molecular formula: C49H49CeF3N7O6P
Method: DFT, ωB97M-V/def2-TZVPD

gap between HOMO and LUMO (alpha / beta): 0.231 / 0.232 Ha
E_tot: -104691.1479 eV
HOMO energy (alpha / beta): -9.8 / -9.9 eV

Geometry as ORCA input:
```
! RIJCOSX wB97M-V def2-TZVPD def2/J DEFGRID3
* xyz 1 2
Ce -0.24 0.58 0.80
O 0.66 5.02 5.27
C 1.44 5.23 4.23
O 2.16 6.23 4.11
C 1.44 4.27 3.10
C 2.20 4.45 1.94
N 1.89 3.44 1.06
N 0.96 2.58 1.62
C 0.68 3.06 2.90
C -0.34 2.27 3.63
O -0.82 2.69 4.68
O -0.70 1.17 2.99
H 0.08 4.21 5.16
H 2.94 5.20 1.74
H 2.14 3.44 0.06
C 6.80 -2.09 2.18
C 6.63 -0.99 1.06
C 7.21 -1.53 -0.23
C 7.44 0.27 1.47
C 5.13 -0.64 0.95
C 4.40 -0.12 2.05
C 3.07 0.15 1.95
N 2.38 0.06 0.80
C 3.03 -0.41 -0.30
C 4.45 -0.74 -0.25
C 2.26 -0.55 -1.50
C 2.75 -1.37 -2.57
C 2.14 -1.35 -3.82
C 0.91 -0.63 -3.88
C 0.48 0.15 -2.83
N 1.11 0.16 -1.63
C 2.73 -2.01 -5.05
C 4.21 -2.40 -4.79
C 1.94 -3.28 -5.42
C 2.71 -1.00 -6.22
H 7.87 -2.34 2.26
H 6.21 -3.00 1.94
H 6.52 -1.76 3.16
H 8.28 -1.76 -0.14
H 7.13 -0.78 -1.01
H 6.71 -2.42 -0.61
H 8.49 0.05 1.44
H 7.20 0.64 2.45
H 7.27 1.08 0.75
H 4.86 0.03 3.04
H 2.50 0.52 2.77
H 4.95 -1.04 -1.19
H 3.61 -2.01 -2.35
H 0.29 -0.72 -4.78
H -0.44 0.73 -2.92
H 4.27 -3.25 -4.09
H 4.75 -1.57 -4.31
H 4.69 -2.69 -5.71
H 1.90 -3.96 -4.57
H 2.42 -3.80 -6.22
H 0.91 -3.03 -5.68
H 3.26 -0.09 -5.98
H 1.69 -0.69 -6.46
H 3.21 -1.37 -7.10
O 0.34 2.80 -1.20
N -0.98 2.31 -0.82
C -1.84 3.20 -1.11
C -3.26 3.12 -1.18
C -3.75 4.10 -2.08
C -5.10 4.38 -2.11
C -5.98 3.64 -1.27
C -5.49 2.60 -0.48
C -4.11 2.30 -0.40
P -3.53 1.15 0.85
C -4.02 1.98 2.41
C -4.99 1.50 3.35
C -5.17 2.18 4.55
C -4.56 3.39 4.79
C -3.78 3.98 3.77
C -3.51 3.27 2.60
C -4.50 -0.32 0.75
C -4.45 -1.20 1.86
C -5.22 -2.37 1.85
C -5.92 -2.77 0.71
C -5.87 -1.96 -0.43
C -5.23 -0.72 -0.37
H 0.85 1.99 -1.50
H -1.51 4.19 -1.47
H -3.00 4.59 -2.70
H -5.48 5.13 -2.80
H -7.04 3.85 -1.28
H -6.20 2.00 0.10
H -5.55 0.58 3.16
H -5.78 1.74 5.35
H -4.72 3.98 5.70
H -3.31 4.95 3.92
H -2.90 3.72 1.81
H -3.80 -0.97 2.70
H -5.28 -2.98 2.75
H -6.48 -3.70 0.73
H -6.38 -2.23 -1.34
H -5.30 -0.05 -1.24
F -0.68 -2.37 2.80
C 0.56 -1.86 2.42
F 1.25 -1.70 3.54
F 1.16 -2.98 1.78
N -2.34 -5.45 1.37
C -2.54 -5.44 0.01
O -2.93 -6.44 -0.59
C -2.24 -4.14 -0.67
C -2.66 -3.95 -2.00
C -2.46 -2.71 -2.58
C -1.98 -1.68 -1.78
N -1.55 -1.85 -0.52
C -1.59 -3.09 0.00
H -2.75 -6.24 1.87
H -2.39 -4.55 1.87
H -3.12 -4.78 -2.53
H -2.76 -2.51 -3.62
H -1.95 -0.67 -2.18
H -1.09 -3.25 0.94
*
```

Among the records above, which one has the lowest E_tot?
C49H48Br4FeN5OTe